(1)
84
Properties=species:S:1:pos:R:3 method="wB97M-V/def2-TZVPD" fmax_ha_per_bohr=0.0168 e_lumo_ha=0.0112 homo_lumo_gap_ev=7.5 de_lowest_kj_mol=0.00 total_charge=0
Tl 0.07822 0.69729 -1.42904
Cl -1.98001 4.52983 -4.60179
C -2.06089 4.54143 -2.86983
C -2.73841 5.58298 -2.23017
C -2.80359 5.63815 -0.86417
Cl -3.65934 6.94431 -0.09852
C -2.17096 4.65337 -0.07730
C -2.11549 4.66003 1.33292
C -1.42656 3.67798 1.98957
C -0.81510 2.65821 1.24426
N -0.87364 2.61157 -0.06255
C -1.51043 3.58774 -0.74090
C -1.44585 3.49849 -2.17580
O -0.83072 2.52064 -2.74395
H -3.20731 6.35198 -2.82837
H -2.61020 5.45561 1.87319
H -1.34934 3.67109 3.06828
H -0.26678 1.86114 1.73452
C 1.06587 -4.17554 1.35164
C 0.46701 -3.98386 2.72070
C 0.98936 -4.68171 3.80754
C 0.41490 -4.61038 5.06471
C -0.71848 -3.83373 5.25860
C -1.23733 -3.10648 4.20357
C -0.64472 -3.15796 2.94235
N -1.21995 -2.39902 1.89453
C -0.63911 -1.32952 1.23227
N 0.60088 -1.01271 1.68593
C 1.56056 -0.02109 1.37131
C 1.58291 0.74498 0.20515
C 2.58593 1.70053 0.06379
C 3.56030 1.88337 1.02806
C 3.54303 1.09403 2.16617
C 2.55604 0.14201 2.35714
C 2.56348 -0.69611 3.61311
N -1.26713 -0.70125 0.29542
C -2.53338 -1.19728 -0.10986
C -2.60567 -2.38630 -0.83906
C -3.81383 -2.86044 -1.31741
C -4.97894 -2.15480 -1.05752
C -4.91796 -0.99303 -0.30621
C -3.71207 -0.49763 0.18332
C -3.69465 0.76103 1.00461
H 1.34116 -5.22101 1.21376
H 1.96878 -3.57640 1.21280
H 0.36092 -3.89742 0.56999
H 1.85332 -5.31652 3.64720
H 0.83775 -5.17392 5.88600
H -1.18803 -3.78453 6.23220
H -2.10939 -2.47895 4.34625
H -2.22361 -2.43594 1.81005
H 0.84204 -1.53508 2.51150
H 2.60950 2.31661 -0.82694
H 4.33001 2.63328 0.89371
H 4.30494 1.22206 2.92609
H 3.39459 -0.40088 4.25043
H 2.68605 -1.76152 3.39260
H 1.64404 -0.57544 4.19440
H -1.68911 -2.92941 -1.03545
H -3.84404 -3.77276 -1.89934
H -5.93056 -2.51074 -1.43021
H -5.82961 -0.45073 -0.08207
H -4.65190 0.90587 1.50492
H -3.51378 1.63016 0.36805
H -2.90400 0.73398 1.75221
C 4.72770 -2.10930 -3.57918
C 5.14943 -0.64121 -3.66749
C 3.97098 0.27953 -3.65089
N 3.00155 0.21923 -2.82191
N 2.03702 1.16453 -2.99812
C 2.28147 1.98161 -3.99903
N 1.50836 3.01112 -4.35456
S 3.78851 1.60123 -4.80132
H 5.60830 -2.74743 -3.50160
H 4.16265 -2.40267 -4.46412
H 4.09912 -2.26363 -2.70408
H 5.72624 -0.46555 -4.57604
H 5.79031 -0.39617 -2.81697
H 0.56869 3.02723 -3.92587
H 1.63264 3.43276 -5.25645
I -0.41904 -0.24962 -5.00537
C -0.94022 -0.60930 -2.96671
H -0.68887 -1.64784 -2.78072
H -2.01457 -0.47412 -2.90795

---

(2)
32
Properties=species:S:1:pos:R:3 method="wB97M-V/def2-TZVPD" fmax_ha_per_bohr=0.0045 e_lumo_ha="-0.2458 / -0.2811" homo_lumo_gap_ev="7.7 / 6.7" multiplicity=5 total_charge=+2
Fe -0.32303 1.36906 -1.19706
Br 2.02281 2.37567 -0.43197
C 2.70436 2.07563 -2.21799
Br 1.31907 1.23357 -3.28554
H 3.54938 1.40064 -2.16123
H 2.94994 3.03226 -2.66244
C -0.28580 -0.77689 1.90039
Te -1.24791 -0.89293 -0.02387
C 0.30562 -2.30678 -0.48188
C 0.71247 -2.83849 0.87146
C 1.38588 -4.05033 0.97721
C 1.76975 -4.52151 2.22169
C 1.47492 -3.79192 3.36564
C 0.79752 -2.58785 3.26737
C 0.41962 -2.10536 2.01924
H -1.05846 -0.62733 2.65041
H 0.40776 0.06275 1.91792
H 1.12021 -1.80788 -1.00430
H -0.12500 -3.07024 -1.12549
H 1.60110 -4.62864 0.08737
H 2.28594 -5.46818 2.30164
H 1.76072 -4.16877 4.33791
H 0.55648 -2.02719 4.16183
N -2.92977 4.33309 -2.46035
C -3.40599 4.19535 -1.17837
C -2.62816 3.25379 -0.59430
N -1.67986 2.82310 -1.51170
C -1.89986 3.50647 -2.63128
H -3.29752 4.95771 -3.16362
H -4.23802 4.76633 -0.80638
H -2.67949 2.86515 0.40794
H -1.34467 3.41972 -3.55024

---

(3)
16
Properties=species:S:1:pos:R:3 method="wB97M-V/def2-TZVPD" fmax_ha_per_bohr=0.0943 e_lumo_ha=0.0220 homo_lumo_gap_ev=9.3 de_lowest_kj_mol=227.27 total_charge=0 smiles="C=C[C@@]1(N)[C@H](S)[C@@H]1Cl"
C 1.87578 1.79294 -0.22790
C 0.92393 0.93926 -0.64902
C 0.14800 -0.07172 0.05414
N -0.06395 0.31167 1.41137
C -1.08285 -0.77961 -0.61828
S -2.45628 -1.16895 0.42825
C 0.17423 -1.53490 -0.32901
Cl 0.02945 -2.79506 0.80262
H 2.36716 2.39808 -0.89892
H 1.86712 1.78155 0.86082
H 0.63801 0.95545 -1.74276
H -0.90490 0.82577 1.55736
H -0.00954 -0.64583 1.99375
H -1.45344 -0.39207 -1.63134
H -3.00692 0.04492 0.15348
H 0.95421 -1.66149 -1.16456

---

(4)
65
Properties=species:S:1:pos:R:3 method="wB97M-V/def2-TZVPD" fmax_ha_per_bohr=0.0087 e_lumo_ha=-0.1307 homo_lumo_gap_ev=6.6 de_lowest_kj_mol=0.00 total_charge=+1
Pd -1.15807 2.25495 -0.30295
O -3.06921 7.20206 -1.26515
C -3.23462 6.54722 -2.42648
C -3.72228 7.28475 -3.50619
C -3.91788 6.68493 -4.73066
C -3.63121 5.33229 -4.91612
C -3.14819 4.59925 -3.85652
C -2.94325 5.18293 -2.59997
C -2.43638 4.34723 -1.50385
O -2.20740 3.08664 -1.75114
N -2.25499 4.87390 -0.32155
N -1.90131 3.89582 0.61842
C -2.40589 4.10089 1.78604
S -3.25994 5.57852 2.14042
C -3.82471 5.04466 3.78019
C -2.79042 4.10285 4.35995
S -2.37773 2.90836 3.05895
H -2.72247 6.57118 -0.60366
H -3.93847 8.33248 -3.34782
H -4.29759 7.27414 -5.55536
H -3.78531 4.86590 -5.87901
H -2.91710 3.55048 -3.97619
H -4.79069 4.55281 3.67572
H -3.94251 5.93635 4.39416
H -3.18032 3.53952 5.20634
H -1.88872 4.63333 4.66184
C 5.61521 -9.45261 1.54980
O 4.76590 -9.08441 0.47248
C 4.20321 -7.86176 0.49604
C 4.39515 -6.92638 1.51009
C 3.76331 -5.69500 1.42846
C 2.94124 -5.37536 0.35536
C 2.75746 -6.32488 -0.65574
C 3.37791 -7.54898 -0.58829
C 2.26317 -4.08682 0.24351
N 1.48005 -3.72752 -0.75129
C 1.06587 -2.46472 -0.44732
C 1.60196 -2.03831 0.75029
N 2.37054 -3.09105 1.18138
C 1.35002 -0.75180 1.31023
C 1.91486 -0.22196 2.48198
C 1.61181 1.06201 2.85257
C 0.70473 1.80527 2.09140
N 0.11991 1.31103 1.01574
C 0.47116 0.06980 0.58825
C -0.05744 -0.34822 -0.68050
N -0.80212 0.56277 -1.34912
C -1.30403 0.26631 -2.53276
C -1.08524 -0.98240 -3.12635
C -0.32234 -1.91800 -2.47438
C 0.22211 -1.60407 -1.21863
H 5.95493 -10.45973 1.33087
H 5.07155 -9.45071 2.49695
H 6.47702 -8.78515 1.61631
H 5.02773 -7.14356 2.35736
H 3.93477 -4.98956 2.23349
H 2.11866 -6.08059 -1.49302
H 3.24295 -8.28990 -1.36429
H 2.91206 -3.14115 2.02565
H 2.60446 -0.81016 3.07385
H 2.05687 1.51188 3.72803
H 0.44255 2.81466 2.36594
H -1.88275 1.04448 -3.01290
H -1.51749 -1.18752 -4.09481
H -0.12108 -2.88936 -2.90607

---

(5)
17
Properties=species:S:1:pos:R:3 method="wB97M-V/def2-TZVPD" fmax_ha_per_bohr=0.0272 e_lumo_ha=0.0363 homo_lumo_gap_ev=10.0 de_lowest_kj_mol=25.68 total_charge=0 smiles=CCS.CC
C 1.73354 -0.17142 1.61904
C 1.56682 -1.09862 0.41442
S 1.33956 -0.18308 -1.13346
H 2.28379 -0.68475 2.41468
H 0.76822 0.09412 2.04574
H 2.30918 0.72536 1.40238
H 2.50979 -1.64479 0.33119
H 0.81566 -1.86939 0.55812
H 0.79242 0.92491 -0.62270
C -2.84238 0.55415 0.71677
C -2.74180 0.88601 -0.79374
H -2.30806 1.14378 1.45372
H -2.55302 -0.49448 0.81589
H -3.91274 0.59492 0.92655
H -3.49415 1.63449 -1.05033
H -1.76329 1.22670 -1.11765
H -3.04986 0.00210 -1.34632

---

(6)
22
Properties=species:S:1:pos:R:3 method="wB97M-V/def2-TZVPD" fmax_ha_per_bohr=0.0153 e_lumo_ha=0.0340 homo_lumo_gap_ev=10.2 de_lowest_kj_mol=101.91 total_charge=0 smiles=C[C@@H](N)C[C@](C)(N)O
C -2.00850 -0.26119 0.61256
C -0.66263 -0.57437 1.25988
N -0.31216 -1.98621 1.06214
C 0.50031 0.36124 0.86468
C 0.68563 0.77303 -0.60792
C 0.77039 -0.38610 -1.59625
N 1.88887 1.57771 -0.74683
O -0.36087 1.62838 -0.99787
H -2.26836 0.79429 0.74092
H -2.02115 -0.49048 -0.45709
H -2.80512 -0.85346 1.07760
H -0.79211 -0.45007 2.34322
H -0.36713 -2.22760 0.07410
H -1.01737 -2.56809 1.51660
H 0.35873 1.28204 1.45078
H 1.43467 -0.08320 1.23773
H 0.99744 -0.02134 -2.60645
H -0.18693 -0.90587 -1.69365
H 1.54168 -1.10987 -1.31436
H 1.86824 2.30686 -0.03422
H 2.69705 0.99961 -0.51598
H 0.05934 2.19467 -1.66959